# 1
39
Properties=species:S:1:pos:R:3 method="wB97M-V/def2-TZVPD" homo_ev=-8.96 gap_ev=9.489 mol_weight_g_mol=301.13 smiles=Cc1c(Oc2ccc([C@@H](C)N)cc2F)ccc2c1B(O)OC2 de_lowest_kcal_mol=34.1 total_charge=0
F 1.20 -2.33 2.01
O 2.50 -1.00 -4.44
O -1.05 -1.96 0.12
O 0.52 -0.27 -5.67
B 1.14 -0.74 -4.47
C -1.26 0.26 1.05
C -2.21 -0.87 -1.81
C -2.23 -0.40 -3.12
C -0.92 1.29 1.95
C 0.95 -0.07 2.69
C 0.45 -1.13 1.93
C -0.58 -0.99 1.05
C -1.07 -1.47 -1.23
C 0.06 -1.05 -3.36
C 0.11 -1.54 -2.01
C -1.06 -0.45 -3.88
C 0.27 1.19 2.80
N 1.97 2.20 4.33
C 1.38 -2.08 -1.38
C -0.80 0.00 -5.26
C -0.29 1.84 5.17
C 0.55 2.14 3.93
H 2.73 -0.50 -5.29
H -2.17 0.37 0.41
H -3.11 -0.80 -1.24
H -3.07 0.04 -3.63
H -1.67 2.10 2.15
H 1.56 -0.29 3.55
H 2.52 2.42 3.50
H 2.23 1.30 4.69
H 1.07 -2.67 -0.52
H 1.89 -1.18 -0.97
H 2.21 -2.60 -1.95
H -1.02 1.11 -5.26
H -1.47 -0.34 -5.99
H -1.39 2.11 5.21
H 0.17 2.42 6.00
H -0.42 0.80 5.46
H 0.30 3.15 3.48

---

# 2
8
Properties=species:S:1:pos:R:3 method="wB97M-V/def2-TZVPD" homo_ev=-9.53 gap_ev=7.394 mol_weight_g_mol=98.13 smiles="S=C1C=NC=N1" de_lowest_kcal_mol=13.5 total_charge=0
C 0.97 -0.21 -0.15
C 0.10 1.05 -0.05
C -1.02 -0.80 0.02
H 0.42 2.06 -0.05
H -2.03 -1.24 0.34
N -1.12 0.62 -0.01
N 0.11 -1.34 -0.11
S 2.57 -0.14 0.02

---

# 3
98
Properties=species:S:1:pos:R:3 method="wB97M-V/def2-TZVPD" homo_ev="-12.42 / -12.42" gap_ev="5.525 / 5.345" s_squared=0.758 multiplicity=2 mol_weight_g_mol=919.59 de_lowest_kcal_mol=12.3 total_charge=+2
Zr -2.71 -0.88 0.79
C 1.48 -0.91 0.24
C 2.08 -0.48 -1.10
As 3.13 -1.93 -2.01
C 4.29 -2.28 -0.48
C 5.03 -1.28 0.15
C 5.79 -1.57 1.27
C 5.82 -2.87 1.78
C 5.09 -3.87 1.15
C 4.33 -3.57 0.03
C 4.29 -0.74 -3.02
C 5.65 -1.01 -3.15
C 6.45 -0.21 -3.94
C 5.91 0.87 -4.62
C 4.55 1.14 -4.51
C 3.75 0.34 -3.72
P -0.18 -1.62 0.03
C 0.00 -3.03 -1.08
C 0.70 -4.17 -0.67
C 0.94 -5.19 -1.57
C 0.51 -5.06 -2.89
C -0.16 -3.92 -3.31
C -0.42 -2.91 -2.40
C -0.66 -2.32 1.65
C -1.38 -3.52 1.74
C -1.80 -4.00 2.98
C -1.50 -3.30 4.14
C -0.84 -2.07 4.06
C -0.45 -1.57 2.82
H 1.39 -0.05 0.91
H 2.11 -1.65 0.75
H 2.76 0.35 -0.94
H 1.31 -0.13 -1.80
H 5.04 -0.27 -0.25
H 6.37 -0.79 1.75
H 6.43 -3.10 2.64
H 5.13 -4.88 1.53
H 3.77 -4.36 -0.47
H 6.09 -1.85 -2.62
H 7.51 -0.43 -4.03
H 6.54 1.50 -5.24
H 4.12 1.98 -5.05
H 2.68 0.56 -3.66
H 1.07 -4.26 0.35
H 1.47 -6.07 -1.26
H 0.71 -5.86 -3.60
H -0.47 -3.82 -4.34
H -0.93 -2.01 -2.73
H -1.54 -4.12 0.86
H -2.32 -4.95 3.04
H -1.79 -3.69 5.10
H -0.62 -1.51 4.96
H 0.09 -0.64 2.79
S -4.42 -1.04 4.07
C -3.64 -1.03 2.76
F -4.02 -3.75 -0.65
B -3.34 -2.78 -1.06
F -4.45 -0.56 0.10
C -0.48 4.51 1.11
C -0.43 2.98 0.99
C 0.43 2.59 -0.21
C 0.17 2.38 2.25
Sb -2.42 2.12 0.70
C -3.78 3.14 2.07
C -4.01 4.59 1.64
C -3.15 3.09 3.46
C -5.10 2.38 2.07
C -3.06 2.53 -1.35
C -2.63 3.92 -1.81
C -4.58 2.41 -1.42
C -2.42 1.45 -2.21
H 0.55 4.88 1.17
H -0.99 4.83 2.02
H -0.95 4.98 0.25
H 1.47 2.88 -0.02
H 0.12 3.08 -1.13
H 0.42 1.51 -0.39
H 1.21 2.71 2.36
H 0.18 1.29 2.20
H -0.37 2.67 3.16
H -3.10 5.19 1.65
H -4.71 5.05 2.35
H -4.46 4.66 0.65
H -2.24 3.69 3.54
H -2.92 2.07 3.78
H -3.87 3.50 4.18
H -5.62 2.45 1.12
H -5.76 2.82 2.83
H -4.97 1.33 2.32
H -3.04 4.71 -1.18
H -3.02 4.08 -2.82
H -1.55 4.04 -1.86
H -5.09 3.22 -0.89
H -4.95 1.46 -1.04
H -4.88 2.48 -2.47
H -1.33 1.45 -2.15
H -2.69 1.61 -3.26
H -2.78 0.44 -1.95